Entry 1:
DFT (ωB97M-V with the def2-TZVPD basis set) results for a structure of composition C11H8FNPdSSe4.

```
27
C11H8FNPdSSe4, DFT ωB97M-V with the def2-TZVPD basis set
Pd 0.34939 -0.17596 0.02056
Se 2.53099 -1.32214 -0.49415
Se 4.31710 -1.07978 0.94503
Se 3.32582 -5.11229 -0.35442
Se 1.62169 -3.55032 -0.32696
S -1.78374 0.69321 0.58179
C -2.36586 -0.90692 0.30768
C -3.71477 -1.29315 0.35155
C -4.03882 -2.61280 0.13316
C -3.02726 -3.52984 -0.13337
C -1.72271 -3.07016 -0.17948
N -1.38844 -1.79601 0.03046
H -4.46880 -0.54471 0.55455
H -5.07542 -2.93164 0.16517
H -3.23626 -4.57720 -0.30278
H -0.90162 -3.73878 -0.39477
F 2.65942 5.56052 -0.12441
C 2.17609 4.27651 -0.10225
C 0.87056 4.04755 -0.47379
C 0.38766 2.74181 -0.43653
C 1.18192 1.65204 -0.04742
C 2.49713 1.94917 0.30858
C 3.00036 3.24856 0.28905
H 0.23918 4.87249 -0.78202
H -0.63897 2.58452 -0.73887
H 3.17926 1.16880 0.62656
H 4.02609 3.44649 0.57710
```

Properties
Energy relative to the best compared isomer or geometry (same formula, charge and spin) = 0.000 eV
HOMO-LUMO gap = 4.85 eV
HOMO = -0.36 eV
Net charge = -2

---

Entry 2:
DFT (ωB97M-V with the def2-TZVPD basis set) results for a structure of composition C11H9As2F28NaO5.

```
56
C11H9As2F28NaO5, DFT ωB97M-V with the def2-TZVPD basis set
Na -29.70132 -10.58179 -7.95746
As -30.52056 -9.92732 -1.08667
F -30.48658 -10.34433 -2.84151
F -28.91627 -9.21128 -1.11841
F -30.68113 -9.54045 0.63510
F -32.15912 -10.67640 -1.01873
F -29.75877 -11.51120 -0.81956
F -31.36993 -8.39009 -1.29721
As -35.65692 -8.20412 -6.94372
F -36.29427 -9.28403 -5.69439
F -34.16096 -9.19172 -7.25798
F -35.01265 -6.92428 -8.01422
F -36.97884 -7.01419 -6.72510
F -34.60261 -7.36489 -5.68324
F -36.44977 -9.07764 -8.30693
O -28.09570 -7.32941 -5.86582
C -29.03965 -6.47560 -6.17856
O -29.48778 -5.84765 -5.21317
O -29.67245 -6.58619 -7.23118
H -28.09538 -7.09204 -4.93563
C -30.47660 -15.47560 -4.96591
C -29.02132 -15.88647 -4.89346
C -28.10033 -14.62290 -5.18725
F -26.82403 -14.91932 -4.91038
F -28.26903 -14.01553 -6.39727
F -28.75885 -16.28826 -3.61394
F -28.90734 -16.95503 -5.72128
O -30.79673 -15.26024 -6.38215
C -32.10473 -15.53592 -6.82130
C -32.07438 -15.18908 -8.35848
F -33.20892 -15.30482 -9.14735
F -31.63516 -14.00338 -8.58232
F -32.58183 -16.81499 -6.71642
F -32.93321 -14.65861 -6.29066
H -30.76215 -14.65140 -4.31226
H -30.98943 -16.38378 -4.64917
H -28.33984 -13.89730 -4.40992
H -31.37573 -15.87777 -8.83355
C -26.85978 -15.66616 -15.68240
C -27.59286 -15.29813 -14.36810
C -26.84463 -14.19641 -13.57375
F -27.59679 -13.73422 -12.53048
F -25.65549 -14.49774 -13.08131
F -28.84903 -14.85282 -14.72721
F -27.84571 -16.38971 -13.57879
O -26.60352 -14.56177 -16.49685
C -25.29160 -14.30574 -16.94046
C -25.37857 -13.09632 -17.86363
F -25.97371 -12.11284 -17.30519
F -24.17197 -12.68796 -18.34247
F -24.42184 -14.10418 -15.88590
F -24.98586 -15.35457 -17.72107
H -27.47497 -16.35204 -16.26482
H -25.91997 -16.13688 -15.39380
H -26.71929 -13.33171 -14.22543
H -25.94158 -13.42581 -18.73687
```

Properties
Energy relative to the best compared isomer or geometry (same formula, charge and spin) = 1.520 eV
HOMO-LUMO gap = 3.75 eV
HOMO = -2.30 eV
Net charge = -2

---

Entry 3:
DFT (ωB97M-V with the def2-TZVPD basis set) results for a structure of composition C11H9AsClMnN3O4S4.

```
34
C11H9AsClMnN3O4S4, DFT ωB97M-V with the def2-TZVPD basis set
Mn 1.05786 2.20315 0.02793
O -4.87536 1.70309 -0.12140
C -4.45170 0.45691 -0.01432
O -5.21946 -0.47156 0.05116
C -2.97140 0.24020 -0.00052
C -2.35788 -1.00061 0.06388
Cl -3.11100 -2.51491 0.22655
N -1.01328 -0.82846 0.02940
N -0.72848 0.48772 -0.04673
C -1.88086 1.13418 -0.05940
C -1.83443 2.63747 -0.13552
O -2.88626 3.26983 -0.25934
O -0.67618 3.15638 -0.08382
C 0.07488 -1.77586 0.03045
C 1.30471 -1.35193 0.50963
C 2.38449 -2.22130 0.50973
C 2.24004 -3.51478 0.03372
C 1.00492 -3.93197 -0.43711
C -0.08434 -3.07365 -0.44092
H -4.11520 2.35747 -0.21768
H 1.44517 -0.37143 0.95344
H 3.31401 -1.86500 0.93261
H 3.07949 -4.19685 0.04365
H 0.87141 -4.93773 -0.81317
H -1.02087 -3.42544 -0.83780
S 4.40513 3.76847 2.69567
As 3.51965 1.99710 2.08012
S 1.27171 2.12566 2.25690
S 3.27899 1.97926 -0.18628
S 4.20638 0.12242 2.69139
N 0.95010 1.99250 -2.11051
H 0.05353 2.31593 -2.46086
H 1.06988 1.01429 -2.35408
H 1.69437 2.51943 -2.55676
```

Properties
Energy relative to the best compared isomer or geometry (same formula, charge and spin) = 0.000 eV
HOMO-LUMO gap (spin up / spin down) = 6.03 / 6.75 eV
HOMO (spin up / spin down) = -4.81 / -4.83 eV
Net charge = -1
Multiplicity = 5

---

Entry 4:
DFT (ωB97M-V with the def2-TZVPD basis set) results for a structure of composition C11H9AuN2O2S3.

```
28
C11H9AuN2O2S3, DFT ωB97M-V with the def2-TZVPD basis set
Au 1.11692 -3.05238 1.00538
O 0.10174 2.37042 -0.30772
C 1.43150 2.20164 -0.28709
C 2.23255 3.34626 -0.29471
C 3.60972 3.24273 -0.28157
C 4.22219 1.99327 -0.26105
C 3.43367 0.85768 -0.24609
C 2.04179 0.93266 -0.25894
C 1.26528 -0.33711 -0.20785
O 1.92439 -1.42505 -0.14778
N -0.05025 -0.19051 -0.28441
N -0.74086 -1.37484 -0.26460
C -1.99762 -1.29000 -0.29047
S -2.98842 -2.74823 -0.19187
C -4.52046 -1.89865 -0.66215
C -4.49652 -0.53565 0.00023
S -2.90661 0.24031 -0.39820
H -0.29415 1.45031 -0.28136
H 1.73728 4.30880 -0.31206
H 4.21060 4.14468 -0.28177
H 5.30136 1.91128 -0.24968
H 3.87438 -0.12982 -0.21987
H -5.35811 -2.50594 -0.31961
H -4.55651 -1.80301 -1.74739
H -4.58468 -0.63442 1.08183
H -5.28723 0.11612 -0.37242
S 0.49623 -4.73233 3.80600
C 0.78179 -4.45824 2.27525
```

Properties
Energy relative to the best compared isomer or geometry (same formula, charge and spin) = 0.016 eV
HOMO-LUMO gap (spin up / spin down) = 5.08 / 7.51 eV
HOMO (spin up / spin down) = -2.61 / -5.04 eV
Net charge = -1
Multiplicity = 2

---

Entry 5:
DFT (ωB97M-V with the def2-TZVPD basis set) results for a cluster of 5 separate species, C11H9B2Br2NO19 in total.

```
44
C11H9B2Br2NO19, DFT ωB97M-V with the def2-TZVPD basis set
N -0.58210 0.95922 -0.59550
H 0.00217 1.80500 -0.60401
H -0.21529 0.24209 -1.21650
H -1.47904 1.38832 -0.83815
H -0.68351 0.75062 0.43072
O -3.92230 -2.14030 1.30533
C -3.05902 -2.20684 0.47551
O -3.24698 -2.24304 -0.82112
B -1.94236 -2.27182 -1.53540
O -0.93580 -2.31641 -0.44160
C -1.53912 -2.27460 0.74666
O -1.02178 -2.33742 1.81702
O -1.81344 -3.45038 -2.36135
C -1.58464 -3.14971 -3.61418
O -1.28258 -3.96677 -4.44350
C -1.51736 -1.61566 -3.69918
O -1.70638 -1.13103 -2.46717
O -1.22428 -0.94260 -4.64647
O 4.33105 3.83833 0.53223
C 3.37476 3.60325 1.22139
O 3.29394 3.55255 2.52942
B 1.87964 3.19113 2.88931
O 1.20047 2.95541 1.58850
C 2.04096 3.12991 0.59096
O 1.87017 2.93706 -0.58270
O 1.13282 4.25170 3.62381
C 0.61378 3.73933 4.73990
O -0.09982 4.30726 5.50909
C 1.05466 2.27775 4.76443
O 1.85238 2.00282 3.75677
O 0.69705 1.48000 5.59425
O -2.65422 2.23444 0.65217
C -2.51016 1.57418 1.83890
O -3.29694 1.84386 2.77004
O -1.54450 0.76299 1.95573
H -3.34329 2.82829 1.02956
Br 3.52973 -4.01965 -1.13395
C 2.13872 -3.90410 -2.47820
C 2.29528 -2.67656 -3.33570
Br 1.63427 -1.04263 -2.42201
H 1.14246 -3.93764 -2.04016
H 2.19700 -4.80672 -3.08576
H 1.64894 -2.69547 -4.21463
H 3.27468 -2.52616 -3.78442
```

Properties
Energy relative to the best compared isomer or geometry (same formula, charge and spin) = 0.047 eV
HOMO-LUMO gap = 7.46 eV
HOMO = -3.66 eV
Net charge = -2

---

Entry 6:
DFT (ωB97M-V with the def2-TZVPD basis set) results for a structure of composition C11H9BN7PtS4.

```
33
C11H9BN7PtS4, DFT ωB97M-V with the def2-TZVPD basis set
Pt 0.58973 0.35901 -0.34416
N 1.61055 1.72018 2.45815
C 0.78945 0.67851 2.68265
N 0.31278 -0.06972 1.72548
C -0.50876 -1.08786 2.20949
C -0.62072 -1.10546 3.55354
S 0.30187 0.17358 4.26419
C -1.19165 -1.97297 1.25295
C -2.02469 -3.00973 1.51423
S -2.58146 -3.69611 0.02557
C -1.63913 -2.49958 -0.84552
N -0.99348 -1.69637 -0.07001
N -1.56011 -2.45871 -2.19268
H 1.71409 1.99370 1.48683
H 1.75141 2.41151 3.17090
H -1.19714 -1.77711 4.16516
H -2.34238 -3.40001 2.46582
H -2.19497 -2.97752 -2.76648
H -0.98462 -1.73251 -2.60160
S 0.70806 0.57916 -2.61696
C 2.38483 0.20241 -2.94317
C 2.76966 0.24712 -4.32241
N 3.03567 0.29080 -5.44167
C 3.26685 -0.11379 -1.97026
S 2.83530 -0.18603 -0.29046
C 4.63635 -0.40417 -2.28541
N 5.74302 -0.62577 -2.51075
B -2.79677 3.76121 0.05611
C -1.73445 2.58999 -0.04004
N -0.97024 1.72483 -0.04320
H -3.74191 3.32988 0.68700
H -3.11154 4.07097 -1.07315
H -2.25559 4.68057 0.63987
```

Properties
Energy relative to the best compared isomer or geometry (same formula, charge and spin) = 0.000 eV
HOMO-LUMO gap = 6.41 eV
HOMO = -4.44 eV
Net charge = -1

---

energy relative to the best compared isomer or geometry (same formula, charge and spin) of number 2 (C11H9As2F28NaO5)? 1.520 eV

---

Which formula does entry 3 have? C11H9AsClMnN3O4S4

---

What is the energy relative to the best compared isomer or geometry (same formula, charge and spin) in the sixth record? 0.000 eV